A cluster of 3 separate species, C6H17N2O2 in total in a non-equilibrium geometry, computed with ωB97M-V/def2-TZVPD.

```
! wB97M-V def2-TZVPD RIJCOSX def2/J DEFGRID3
* xyz 1 1
C 0.600 -1.288 1.704
C -0.053 -1.432 0.358
C 0.170 -0.327 -0.675
C 1.464 0.452 -0.626
C 2.611 -0.054 -1.049
C 2.240 2.364 0.458
N 1.270 1.704 0.008
N -1.591 -1.625 0.508
H 1.027 -2.188 2.132
H 1.329 -0.482 1.732
H -0.054 -0.877 2.466
H 0.215 -2.380 -0.077
H 0.287 -0.821 -1.648
H -0.713 0.257 -0.837
H 3.553 0.465 -1.023
H 2.575 -1.044 -1.460
H 2.155 3.408 0.731
H 3.234 1.938 0.647
H -1.813 -2.616 0.611
H -1.867 -1.091 1.336
H -2.162 -1.282 -0.276
H -2.648 2.748 -0.001
H -1.649 2.537 1.161
O -2.178 2.065 0.510
H -3.106 -0.586 -2.718
H -2.495 0.551 -1.888
O -2.403 -0.394 -2.084
*
```

HOMO in hartree: -0.448
ΔE to the lowest compared entry with this formula, charge and spin in kcal per mole: 53.8
LUMO in eV: -2.90
E in Ha: -498.5145